Below is a molecular structure, C3H2Br4 in a non-equilibrium geometry, with properties calculated with wB97M-V/def2-TZVPD.

## Properties
Orbital gap (alpha / beta)   8.79 / 7.55 eV
Calculated total energy   -283308.0159 eV
Largest force on an atom   2.627 eV/Å
Total charge   0
Molar mass   357.66 g mol⁻¹
<S²>   2.009
ΔE to the lowest compared entry with this formula, charge and spin   29.85 kcal per mole
Multiplicity   3

Geometry (Å):
C: -1.013 0.416 0.073
C: 2.165 0.898 0.737
C: -1.177 -0.882 -0.196
Br: 2.766 -0.719 0.209
Br: 1.910 2.161 -0.536
Br: -1.608 -2.071 1.222
Br: -1.021 -1.762 -1.862
H: -0.874 0.814 1.166
H: -1.148 1.145 -0.811